[1]
The following is a DFT calculation (ωB97M-V with the def2-TZVPD basis set) of an isolated molecule of C3H3N3.

```
9
Properties=species:S:1:pos:R:3:lowdin_charge:R:1
N -0.495 -1.035 -2.410 0.165
C -0.391 -0.704 -1.335 -0.185
C -0.310 -0.299 0.134 -0.335
N 1.046 -0.483 0.509 0.019
C -0.808 1.248 0.434 -0.141
N -0.866 2.307 0.795 0.123
H -1.038 -0.937 0.573 0.115
H 1.718 -0.129 -0.170 0.095
H 1.144 0.031 1.470 0.145
```

Values from the calculation:
- SMILES = N#CC(N)C#N
- total charge = 0
- ΔE to the lowest compared entry with this formula, charge and spin (kcal/mol) = 38.03
- orbital gap (eV) = 11.635
- HOMO (eV) = -11.26
- electronic energy (eV) = -7627.9006

[2]
The following is a DFT calculation (ωB97M-V with the def2-TZVPD basis set) of a structure of composition C4H8O2.

```
14
Properties=species:S:1:pos:R:3:lowdin_charge:R:1
C 2.996 0.179 0.100 -0.107
C 0.562 0.149 0.252 -0.249
C -0.571 0.137 -0.587 -0.061
C -1.913 0.598 -0.068 -0.295
H 3.654 -1.025 -0.069 0.148
H 2.894 0.709 1.489 0.165
H 3.386 1.342 -0.900 0.187
H 0.550 0.600 1.308 0.124
H -0.549 -0.352 -1.620 0.131
H -1.766 1.254 0.917 0.142
H -2.478 1.184 -0.800 0.104
H -2.469 -1.042 0.913 0.079
O 1.606 -0.640 -0.129 -0.274
O -2.814 -0.490 0.201 -0.094
```

Values from the calculation:
- total charge = 0
- ΔE to the lowest compared entry with this formula, charge and spin (kcal/mol) = 176.34
- orbital gap (eV) = 8.952
- HOMO (eV) = -8.92
- electronic energy (eV) = -8365.6351

Repeat the second record exactly.
The following is a DFT calculation (ωB97M-V with the def2-TZVPD basis set) of a structure of composition C4H8O2.

```
14
Properties=species:S:1:pos:R:3:lowdin_charge:R:1
C 2.996 0.179 0.100 -0.107
C 0.562 0.149 0.252 -0.249
C -0.571 0.137 -0.587 -0.061
C -1.913 0.598 -0.068 -0.295
H 3.654 -1.025 -0.069 0.148
H 2.894 0.709 1.489 0.165
H 3.386 1.342 -0.900 0.187
H 0.550 0.600 1.308 0.124
H -0.549 -0.352 -1.620 0.131
H -1.766 1.254 0.917 0.142
H -2.478 1.184 -0.800 0.104
H -2.469 -1.042 0.913 0.079
O 1.606 -0.640 -0.129 -0.274
O -2.814 -0.490 0.201 -0.094
```

Values from the calculation:
- total charge = 0
- ΔE to the lowest compared entry with this formula, charge and spin (kcal/mol) = 176.34
- orbital gap (eV) = 8.952
- HOMO (eV) = -8.92
- electronic energy (eV) = -8365.6351

total charge of number 1 (C3H3N3)? 0